Record 1
{
  "formula": "C16H26Cl3N2O7",
  "method": "ωB97M-V with the def2-TZVPD basis set",
  "symbols": ["C", "C", "Cl", "C", "Cl", "C", "C", "N", "C", "C", "O", "Cl", "C", "N", "H", "H", "H", "H", "H", "H", "H", "H", "H", "H", "C", "C", "O", "C", "O", "O", "C", "H", "H", "H", "H", "H", "H", "H", "H", "C", "C", "O", "C", "O", "O", "C", "H", "H", "H", "H", "H", "H", "H", "H"],
  "coordinates": [[-3.474985, -5.863411, -2.377792], [-2.342129, -4.938319, -2.787067], [-0.878714, -5.934954, -3.099674], [-2.679113, -4.174206, -4.078251], [-3.800838, -2.844638, -3.667849], [-1.478993, -3.569508, -4.730237], [-0.609283, -2.659021, -4.226438], [0.355454, -2.437356, -5.185167], [1.492066, -1.543228, -4.998565], [2.356326, -2.097243, -3.862536], [2.702761, -3.233626, -3.829537], [2.756881, -0.943510, -2.629648], [0.084229, -3.179896, -6.248338], [-1.025204, -3.861664, -5.993672], [-4.421719, -5.325777, -2.324411], [-3.542292, -6.700514, -3.073501], [-3.267144, -6.279390, -1.392326], [-2.100769, -4.229147, -1.997161], [-3.199601, -4.849172, -4.758148], [-0.606422, -2.153300, -3.274354], [1.120937, -0.542723, -4.783957], [2.098298, -1.516238, -5.902973], [0.665509, -3.218808, -7.155589], [-1.451013, -4.528463, -6.621320], [1.156938, 5.057567, 0.868780], [2.298884, 4.737162, 1.807575], [2.511912, 3.318048, 1.944305], [3.092606, 2.718097, 0.912242], [3.466749, 3.235018, -0.107223], [3.195152, 1.415184, 1.199499], [3.766427, 0.633492, 0.154690], [0.243940, 4.555051, 1.192398], [0.978357, 6.132344, 0.858428], [1.381673, 4.736286, -0.146603], [2.068670, 5.073065, 2.817082], [3.227090, 5.213509, 1.494917], [4.738831, 1.021308, -0.141790], [3.101586, 0.623586, -0.710978], [3.876010, -0.371901, 0.551242], [0.523834, 2.269589, 4.164013], [-0.244198, 3.525167, 4.508867], [-1.584053, 3.253174, 4.951324], [-1.688883, 2.785794, 6.195007], [-0.783172, 2.612452, 6.967353], [-2.977621, 2.554491, 6.442948], [-3.239641, 2.001987, 7.737408], [-0.019352, 1.683410, 3.419982], [1.500333, 2.523099, 3.758805], [0.665101, 1.643887, 5.044252], [-0.375261, 4.147364, 3.624119], [0.273203, 4.117607, 5.263891], [-2.816885, 2.629920, 8.517976], [-2.827925, 0.996879, 7.810309], [-4.320498, 1.967852, 7.831384]],
  "forces_ev_per_angstrom": [[0.14, -0.02, 0.27], [-0.21, -0.27, -0.20], [0.04, 0.05, 0.04], [0.12, 0.04, 0.07], [-0.18, -0.05, -0.04], [0.06, 0.26, 0.30], [-0.08, -0.01, 0.00], [-0.05, 0.04, -0.05], [-0.08, 0.19, 0.14], [0.21, -0.66, -0.06], [-0.19, 0.47, -0.03], [0.02, 0.01, -0.13], [0.26, 0.04, -0.09], [-0.18, -0.27, -0.04], [0.01, 0.00, -0.07], [-0.13, 0.11, -0.06], [-0.02, 0.02, -0.03], [0.12, -0.01, -0.04], [0.05, 0.05, -0.07], [0.04, -0.02, -0.06], [0.06, -0.05, 0.00], [-0.04, -0.03, -0.02], [-0.04, -0.02, 0.05], [0.04, 0.01, -0.04], [-0.03, -0.17, -0.07], [-0.05, 0.27, 0.03], [0.10, 0.07, -0.17], [0.00, -0.03, 0.09], [0.00, 0.02, -0.06], [-0.02, 0.00, 0.00], [0.07, -0.10, -0.02], [-0.01, 0.05, 0.04], [0.00, 0.01, 0.03], [0.05, 0.04, 0.00], [0.03, -0.08, 0.04], [0.02, -0.07, -0.08], [-0.02, 0.05, -0.02], [0.07, 0.14, 0.13], [-0.05, 0.02, 0.05], [-0.15, -0.24, 0.18], [0.24, 0.14, -0.12], [-0.03, -0.05, -0.05], [-0.05, 0.07, 0.01], [0.04, -0.02, 0.02], [0.00, -0.04, -0.02], [-0.09, 0.00, 0.06], [0.03, 0.06, -0.06], [-0.07, -0.02, 0.03], [0.00, 0.06, 0.04], [-0.09, 0.01, 0.01], [-0.03, -0.07, 0.08], [0.05, -0.01, -0.01], [0.05, 0.02, 0.02], [-0.01, 0.01, -0.05]],
  "gap_ev": 8.605,
  "e_homo_ha": -0.4385,
  "total_charge": 1
}

Record 2
{
  "formula": "C16H26N2O6",
  "method": "ωB97M-V with the def2-TZVPD basis set",
  "symbols": ["N", "C", "C", "C", "C", "H", "H", "H", "H", "H", "N", "C", "C", "C", "C", "H", "H", "H", "H", "H", "C", "C", "O", "C", "O", "O", "C", "H", "H", "H", "H", "H", "H", "H", "H", "C", "C", "O", "C", "O", "O", "C", "H", "H", "H", "H", "H", "H", "H", "H"],
  "coordinates": [[18.262024, -10.980629, -12.493902], [17.160186, -10.411856, -11.951423], [16.220391, -10.268074, -12.970536], [16.757445, -10.834773, -14.072953], [18.008260, -11.423017, -13.757157], [19.114984, -11.108234, -11.968288], [17.233438, -10.116632, -10.915149], [15.185944, -9.959441, -12.937916], [16.260719, -10.925745, -15.027613], [18.752146, -12.029465, -14.252395], [11.569146, -11.653420, -16.617634], [11.157953, -10.497383, -17.162056], [12.082504, -9.545838, -16.623355], [13.218117, -10.149593, -16.024284], [12.795074, -11.516503, -15.945874], [11.167547, -12.571864, -16.741226], [10.202323, -10.487904, -17.665117], [11.906516, -8.506017, -16.856180], [14.139632, -9.744175, -15.633331], [13.201660, -12.434008, -15.546794], [16.818421, -2.860118, -8.046423], [15.718674, -3.915936, -8.204561], [15.943219, -4.487328, -9.468803], [15.022237, -5.446255, -9.838574], [13.921794, -5.690149, -9.322620], [15.437070, -5.844659, -11.150924], [14.696876, -6.722518, -11.858885], [16.681637, -1.888602, -8.521347], [17.766001, -3.269476, -8.396578], [16.917981, -2.623506, -6.987076], [14.729558, -3.462812, -8.138157], [15.708408, -4.721034, -7.469837], [13.755986, -6.239351, -12.122286], [14.427567, -7.646872, -11.347872], [15.203069, -6.760983, -12.823455], [24.167853, -8.125224, -12.185557], [23.206647, -9.307076, -12.224950], [22.891286, -9.647135, -10.851625], [21.830110, -10.429867, -10.710087], [21.314626, -11.107120, -11.571660], [21.542405, -10.341301, -9.401335], [20.240546, -10.787115, -8.994981], [23.756288, -7.339668, -11.551827], [24.203846, -7.678582, -13.179195], [25.102642, -8.313435, -11.657495], [23.648719, -10.147303, -12.760384], [22.240029, -9.012223, -12.633378], [20.082780, -10.771625, -7.916577], [20.002167, -11.774048, -9.391506], [19.523915, -10.095257, -9.437552]],
  "forces_ev_per_angstrom": [[-0.34, -1.00, 0.40], [0.02, 0.95, 0.06], [-0.67, 0.52, 2.37], [1.88, -2.64, -2.50], [-0.58, 1.69, -0.06], [0.20, -0.30, -0.18], [-0.45, 0.20, -0.13], [0.19, 0.41, 0.45], [0.08, -0.15, -0.10], [-0.24, 0.30, -0.35], [1.00, -0.82, 0.05], [0.58, -1.56, 2.33], [1.76, 1.49, -0.85], [-3.02, -0.83, -0.57], [-0.75, 0.47, -1.04], [-0.25, 0.10, -0.14], [0.18, 0.57, -0.25], [0.43, 0.17, 0.27], [-0.24, 0.17, 0.03], [0.39, 0.26, 0.22], [0.12, -0.37, 0.89], [0.00, 1.15, 0.59], [-1.59, -2.63, -1.42], [-1.62, 1.35, -1.88], [3.66, 0.12, -1.23], [1.49, 2.04, 4.68], [-2.22, -0.17, -1.55], [-0.49, -0.33, -0.40], [0.01, -0.01, 0.09], [0.13, -0.09, 0.10], [-0.11, 0.03, -0.25], [0.46, 0.19, 0.28], [-0.54, -0.07, 0.10], [0.53, -0.24, -0.17], [0.20, -0.97, 0.16], [-0.93, 0.41, 0.70], [0.26, 0.65, 0.45], [0.24, -0.15, -0.69], [0.90, -0.04, 0.75], [-0.53, 0.49, 0.56], [-0.80, -0.53, 0.36], [-0.61, -0.01, -0.89], [-0.48, 0.05, -0.02], [0.70, -0.24, 0.00], [0.28, -0.43, -0.79], [-0.28, -0.14, 0.11], [0.27, -0.08, -0.60], [0.74, 0.09, -0.12], [0.26, -0.12, 0.11], [-0.20, 0.08, 0.08]],
  "multiplicity": 2,
  "gap_ev": [6.366, 2.432],
  "e_homo_ha": [-0.3728, -0.3727],
  "total_charge": 1
}